The following is a quantum chemistry calculation of a cluster of 3 separate species, C6H12Br6 in total at a distorted geometry, from the Open Molecules 2025 dataset.

XYZ file:
```
24
Properties=species:S:1:pos:R:3:lowdin_charge:R:1
Br -5.63 2.15 -1.04 0.552
C -6.18 0.53 -0.01 -0.650
C -5.54 0.56 1.35 -0.683
Br -3.59 0.30 1.29 0.609
H -5.84 -0.32 -0.60 0.050
H -7.26 0.50 -0.04 0.058
H -6.00 -0.26 1.90 0.065
H -5.74 1.50 1.86 0.052
Br 2.14 0.55 -0.68 0.629
C 1.39 1.33 0.95 -0.693
C -0.11 1.37 0.89 -0.736
Br -0.76 2.57 2.27 0.612
H 1.86 2.29 1.11 0.046
H 1.66 0.66 1.76 0.061
H -0.54 0.38 1.03 0.036
H -0.59 1.73 -0.02 0.049
Br 4.38 -4.01 -2.10 0.587
C 4.67 -2.08 -2.14 -0.698
C 5.61 -1.63 -1.03 -0.702
Br 4.83 -1.95 0.72 0.584
H 3.73 -1.56 -2.04 0.002
H 5.11 -1.93 -3.12 0.052
H 5.81 -0.57 -1.18 0.062
H 6.59 -2.11 -1.13 0.056
```

The energy above the lowest of the compared OMol25 structures with the same formula, charge and spin is 11.37 kcal per mole. The maximum force comes out at 1.549 eV/Å. Its SMILES is BrCCBr.BrCCBr.BrCCBr. The total energy is -15679.8926 hartree. Its spin multiplicity is 1.